Record 1
The following is a DFT calculation (ωB97M-V with the def2-TZVPD basis set) of a structure of composition C31H48FN4OPSiSr.

Structure (ORCA input):
```
! RIJCOSX wB97M-V def2-TZVPD def2/J DEFGRID3
* xyz 0 1
Sr 0.07 -1.75 -0.68
C 1.30 -4.54 -0.37
Si 0.98 -3.73 1.29
C 1.45 -4.99 2.60
C -0.88 -3.54 1.34
N 1.64 -2.21 1.26
C 2.73 -1.47 1.52
C 3.65 -1.59 2.58
C 4.72 -0.72 2.71
C 4.93 0.31 1.80
C 4.05 0.46 0.73
C 3.01 -0.43 0.63
F 2.12 -0.31 -0.45
H 0.47 -5.17 -0.69
H 2.18 -5.19 -0.29
H 1.57 -3.91 -1.23
H 0.83 -5.88 2.53
H 1.32 -4.56 3.60
H 2.49 -5.29 2.50
H -1.25 -4.41 1.90
H -1.45 -3.59 0.40
H -1.24 -2.65 1.86
H 3.49 -2.38 3.31
H 5.40 -0.84 3.54
H 5.76 0.99 1.91
H 4.17 1.24 -0.01
N -1.44 1.10 2.41
C -1.94 0.44 1.35
O -1.15 0.08 0.42
C -3.32 0.13 1.25
C -3.67 -0.68 0.16
N -3.86 -1.31 -0.79
C -4.23 0.53 2.25
N -4.92 0.89 3.11
H -0.47 1.35 2.40
H -2.05 1.47 3.12
C 2.34 0.68 -6.45
C 2.80 0.85 -5.00
C 1.59 1.19 -4.12
C 0.31 0.43 -4.56
C 0.69 -0.87 -5.27
C 1.47 -0.58 -6.57
P -0.76 0.09 -3.10
C -1.38 1.71 -2.48
C -0.36 2.46 -1.62
C -1.04 3.70 -1.04
C -1.43 4.69 -2.16
C -1.43 4.03 -3.54
C -2.05 2.63 -3.53
C -2.31 -0.72 -3.73
C -2.26 -2.25 -3.58
C -3.65 -2.88 -3.74
C -4.49 -2.13 -4.78
C -3.60 -1.46 -5.81
C -2.78 -0.34 -5.15
H 3.19 0.61 -7.13
H 1.77 1.56 -6.75
H 3.55 1.64 -4.91
H 3.27 -0.07 -4.66
H 1.39 2.26 -4.17
H 1.83 0.97 -3.07
H -0.24 1.06 -5.27
H -0.19 -1.47 -5.50
H 1.31 -1.47 -4.59
H 0.76 -0.46 -7.40
H 2.09 -1.44 -6.81
H -2.14 1.36 -1.77
H 0.51 2.76 -2.21
H 0.00 1.81 -0.82
H -0.40 4.19 -0.31
H -1.93 3.37 -0.50
H -0.74 5.53 -2.17
H -2.42 5.11 -1.95
H -0.41 3.96 -3.91
H -1.97 4.66 -4.26
H -1.99 2.21 -4.53
H -3.12 2.71 -3.30
H -3.06 -0.39 -3.01
H -1.89 -2.52 -2.58
H -1.55 -2.68 -4.29
H -4.15 -2.86 -2.77
H -3.53 -3.93 -4.03
H -5.10 -1.37 -4.29
H -5.19 -2.82 -5.26
H -4.18 -1.04 -6.63
H -2.93 -2.20 -6.26
H -3.40 0.56 -5.09
H -1.94 -0.08 -5.80
*
```

Values from the calculation:
Orbital gap (eV): 7.15
Lowest unoccupied orbital energy (eV): -0.15
Strongest force on any atom (eV/Å): 1.41
Energy relative to the best compared isomer or geometry (same formula, charge and spin) (kcal per mole): 14.0

Löwdin population analysis, charges in e, atoms 1 to 2: atom 1 (Sr): 1.388, atom 2 (C): -0.201

=====

Record 2
The following is a DFT calculation (ωB97M-V with the def2-TZVPD basis set) of a cluster of 12 separate species, C5H35NO12 in total.

Structure (ORCA input):
```
! RIJCOSX wB97M-V def2-TZVPD def2/J DEFGRID3
* xyz 0 1
C 2.70 -1.63 2.66
N 2.08 -0.61 1.80
C 3.02 0.50 1.59
C 0.81 -0.15 2.36
C -0.15 0.34 1.28
C -1.43 0.89 1.90
O -1.36 2.31 2.10
H 3.64 -1.94 2.21
H 2.89 -1.31 3.69
H 2.08 -2.53 2.72
H 3.46 0.87 2.52
H 3.79 0.16 0.92
H 2.48 1.32 1.11
H 0.94 0.68 3.08
H 0.35 -0.96 2.93
H 0.29 1.09 0.61
H -0.43 -0.48 0.61
H -1.65 0.40 2.86
H -2.32 0.81 1.25
H -0.50 2.60 2.43
O -0.66 -3.24 3.36
H -1.32 -3.09 4.05
H -0.22 -4.06 3.62
O -3.13 -1.51 -0.65
H -2.46 -1.77 -1.29
H -3.00 -2.13 0.10
O 1.49 -1.28 -2.30
H 1.40 -0.41 -2.72
H 1.88 -1.13 -1.41
O -1.56 0.03 -3.34
H -2.26 0.55 -2.84
H -1.45 -0.83 -2.85
O -3.31 1.36 -1.80
H -2.87 2.11 -1.32
H -3.41 0.62 -1.17
O 0.41 3.37 -1.73
H 1.32 3.29 -1.41
H 0.30 2.66 -2.40
O 0.67 1.32 -3.54
H -0.20 0.82 -3.38
H 0.62 1.51 -4.49
O -0.95 -2.30 -2.06
H -0.01 -1.96 -2.08
H -1.03 -2.96 -2.75
O -1.88 -3.36 0.88
H -1.26 -3.28 0.16
H -1.45 -3.31 1.76
O -2.00 3.27 -0.40
H -1.14 3.41 -0.86
H -1.79 2.97 0.53
O 2.98 2.31 -2.39
H 3.30 2.90 -3.09
H 2.30 1.76 -2.82
*
```

Values from the calculation:
Structure (SMILES): CN(C)CCCO.O.O.O.O.O.O.O.O.O.O.O
Orbital gap (eV): 9.08
Lowest unoccupied orbital energy (eV): -0.04
Strongest force on any atom (eV/Å): 1.20
Energy relative to the best compared isomer or geometry (same formula, charge and spin) (kcal per mole): 24.7

natural (NBO) population analysis, charges in e, atoms 1 to 2: atom 1 (C): -0.414, atom 2 (N): -0.445

=====

Record 3
The following is a DFT calculation (ωB97M-V with the def2-TZVPD basis set) of a structure of composition C26H27BrF5LuN6O.

Structure (ORCA input):
```
! RIJCOSX wB97M-V def2-TZVPD def2/J DEFGRID3
* xyz 2 1
Lu -0.21 -0.40 -0.67
C -3.13 1.36 2.50
C -2.15 0.44 1.84
N -2.30 -0.07 0.68
C -3.52 0.06 -0.08
C -3.56 -1.13 -1.04
N -2.36 -1.15 -1.91
C -2.19 -2.45 -2.62
C -0.90 -3.14 -2.20
N 0.19 -2.16 -2.34
C 1.56 -2.69 -2.22
C 1.88 -3.13 -0.79
N 1.36 -2.16 0.17
C 1.60 -2.34 1.42
C 2.45 -3.45 1.94
C 0.91 -1.41 2.36
C 1.26 -1.23 3.69
C 0.46 -0.39 4.46
C -0.66 0.21 3.90
C -0.93 -0.02 2.56
N -0.13 -0.79 1.82
H -3.57 2.04 1.76
H -2.66 1.96 3.28
H -3.94 0.79 2.95
H -3.55 1.00 -0.64
H -4.41 0.03 0.56
H -4.48 -1.11 -1.62
H -3.56 -2.05 -0.44
H -2.51 -0.43 -2.61
H -2.17 -2.27 -3.70
H -3.04 -3.10 -2.42
H -0.75 -4.02 -2.83
H -0.95 -3.47 -1.16
H 0.13 -1.78 -3.28
H 2.23 -1.88 -2.50
H 1.73 -3.54 -2.89
H 2.96 -3.25 -0.70
H 1.43 -4.11 -0.59
H 2.05 -4.41 1.59
H 2.49 -3.48 3.02
H 3.47 -3.37 1.55
H 2.12 -1.71 4.13
H 0.70 -0.22 5.50
H -1.30 0.82 4.51
Br 0.60 4.50 3.05
C 1.41 3.14 2.03
C 2.79 2.94 2.05
C 3.31 1.92 1.27
C 2.45 1.14 0.51
N 1.12 1.33 0.51
C 0.62 2.33 1.24
H 3.43 3.57 2.65
H 4.37 1.74 1.23
H 2.83 0.36 -0.13
H -0.44 2.50 1.19
F 0.01 5.82 -3.25
C 0.22 4.54 -2.99
C -0.69 3.82 -2.24
F -1.79 4.38 -1.73
C -0.42 2.49 -2.00
F -1.29 1.73 -1.21
C 0.69 1.79 -2.45
O 0.84 0.52 -2.17
C 1.59 2.56 -3.20
F 2.70 1.98 -3.65
C 1.36 3.90 -3.46
F 2.23 4.59 -4.18
*
```

Values from the calculation:
Orbital gap (eV): 6.81
Lowest unoccupied orbital energy (eV): -6.63
Strongest force on any atom (eV/Å): 1.48

natural (NBO) population analysis, charges in e, atoms 1 to 2: atom 1 (Lu): 1.980, atom 2 (C): -0.714

=====

Record 4
The following is a DFT calculation (ωB97M-V with the def2-TZVPD basis set) of a structure of composition C19H51B3O11S.

Structure (ORCA input):
```
! RIJCOSX wB97M-V def2-TZVPD def2/J DEFGRID3
* xyz 0 1
C 4.28 1.46 -0.23
S 4.51 3.15 -0.71
O 4.30 3.23 -2.14
O 5.76 3.60 -0.17
B 3.12 4.22 0.00
O 3.39 5.54 0.17
B 2.50 6.27 -0.63
O 1.17 5.93 -0.52
B 0.91 4.56 -0.45
C -0.34 3.91 -1.09
C -0.85 2.78 -0.15
C -2.32 2.47 -0.41
O -2.68 2.64 -1.79
O 1.86 3.74 0.19
H 5.25 1.01 -0.36
H 3.95 1.37 0.81
H 3.58 1.01 -0.92
H 2.90 7.05 -1.43
H -0.08 3.49 -2.06
H -1.14 4.63 -1.20
H -0.76 3.16 0.87
H -0.25 1.88 -0.23
H -2.56 1.46 -0.09
H -2.94 3.16 0.17
H -2.99 1.79 -2.12
C 0.58 0.52 -4.89
C 0.34 0.07 -3.46
C -0.68 -1.05 -3.38
O -0.08 1.17 -2.65
H -0.35 0.90 -5.33
H 1.32 1.33 -4.92
H 0.94 -0.30 -5.51
H 1.28 -0.27 -3.03
H -1.65 -0.71 -3.77
H -0.83 -1.36 -2.35
H -0.37 -1.92 -3.96
H -0.91 1.51 -3.01
C -2.10 -3.50 0.84
C -1.18 -2.29 0.91
C 0.07 -2.58 1.71
O -1.87 -1.18 1.48
H -2.42 -3.79 1.85
H -3.00 -3.27 0.26
H -1.60 -4.36 0.39
H -0.91 -1.99 -0.10
H -0.19 -2.84 2.75
H 0.72 -1.71 1.75
H 0.64 -3.42 1.29
H -2.13 -1.43 2.37
C 1.94 -6.76 4.61
C 1.87 -5.31 4.17
C 3.06 -4.51 4.68
O 0.65 -4.71 4.59
H 1.92 -6.82 5.71
H 1.08 -7.32 4.23
H 2.85 -7.24 4.26
H 1.85 -5.26 3.08
H 3.07 -4.50 5.77
H 2.99 -3.47 4.34
H 4.00 -4.93 4.33
H 0.63 -4.73 5.55
C -3.09 0.29 -6.79
C -3.91 0.90 -5.66
C -4.80 2.03 -6.15
O -3.05 1.36 -4.62
H -2.43 1.05 -7.23
H -2.47 -0.52 -6.42
H -3.74 -0.10 -7.58
H -4.53 0.12 -5.20
H -4.19 2.84 -6.57
H -5.38 2.45 -5.33
H -5.49 1.69 -6.92
H -2.49 2.05 -4.99
C 0.47 0.16 3.99
C -0.26 0.05 5.32
C 0.63 0.45 6.49
O -0.75 -1.28 5.49
H 1.34 -0.51 3.98
H -0.19 -0.14 3.18
H 0.82 1.18 3.80
H -1.15 0.68 5.30
H 1.50 -0.20 6.55
H 0.08 0.36 7.43
H 0.98 1.48 6.39
H 0.01 -1.88 5.49
*
```

Values from the calculation:
Orbital gap (eV): 10.38
Lowest unoccupied orbital energy (eV): 0.39
Strongest force on any atom (eV/Å): 1.31

Löwdin population analysis, charges in e, atoms 1 to 2: atom 1 (C): -0.133, atom 2 (S): 0.678

=====

Record 5
The following is a DFT calculation (ωB97M-V with the def2-TZVPD basis set) of a cluster of 3 separate species, C3H11O3 in total.

Structure (ORCA input):
```
! RIJCOSX wB97M-V def2-TZVPD def2/J DEFGRID3
* xyz -1 1
C -0.75 0.44 -0.41
O -0.06 -0.82 -0.45
C -0.97 0.96 1.04
C 0.38 1.69 1.41
H -0.23 1.15 -1.06
H -1.72 0.27 -0.90
H -1.81 1.65 1.06
H -1.08 0.07 1.68
H 0.20 2.71 1.06
H 0.61 1.62 2.47
H 1.18 1.31 0.78
H 1.09 -0.94 0.87
H 1.27 -2.36 1.31
O 1.56 -1.47 1.56
H 0.09 -0.79 -1.46
H -0.56 -0.02 -3.74
O -0.38 -0.57 -2.97
*
```

Values from the calculation:
Orbital gap (eV): 7.41
Lowest unoccupied orbital energy (eV): 3.97
Strongest force on any atom (eV/Å): 2.82
Energy relative to the best compared isomer or geometry (same formula, charge and spin) (kcal per mole): 25.2

natural (NBO) population analysis, charges in e, atoms 1 to 2: atom 1 (C): -0.060, atom 2 (O): -0.824

=====

Record 6
The following is a DFT calculation (ωB97M-V with the def2-TZVPD basis set) of a structure of composition C35H37BF3NO4.

Structure (ORCA input):
```
! RIJCOSX wB97M-V def2-TZVPD def2/J DEFGRID3
* xyz 0 1
C -1.82 3.88 -1.10
C -0.82 3.38 -0.16
C -0.86 3.28 1.23
C 0.29 2.54 1.59
C 0.95 2.11 0.39
B -2.46 -1.50 -0.24
C 2.42 2.02 0.29
C 3.24 1.96 1.44
C 4.62 1.90 1.33
C 5.21 1.87 0.07
C 6.66 1.45 -0.10
F 6.75 0.24 -0.74
F 7.41 2.32 -0.83
F 7.31 1.28 1.08
C 4.44 2.10 -1.08
C 3.06 2.11 -0.97
O -2.68 -1.63 1.08
C -3.90 -0.88 1.32
C -4.75 -1.74 2.20
C -3.61 0.38 2.10
C -4.44 -0.58 -0.16
C -5.31 -1.74 -0.68
C -5.11 0.75 -0.36
O -3.22 -0.63 -0.95
O 0.31 2.81 -0.67
H -2.43 4.64 -0.57
H -1.36 4.33 -1.99
H -2.50 3.04 -1.40
H -1.59 3.77 1.86
H 0.61 2.33 2.60
H 2.80 2.02 2.43
H 5.24 1.86 2.22
H 4.94 2.26 -2.03
H 2.46 2.27 -1.87
H -5.69 -1.23 2.42
H -4.94 -2.72 1.75
H -4.21 -1.86 3.15
H -4.55 0.92 2.26
H -3.25 0.09 3.10
H -2.87 1.04 1.62
H -6.29 -1.72 -0.21
H -5.43 -1.61 -1.75
H -4.85 -2.73 -0.50
H -6.05 0.78 0.21
H -4.52 1.62 -0.07
H -5.38 0.87 -1.42
C 0.02 -3.31 -5.62
O 0.34 -1.96 -5.26
C 0.15 -1.53 -3.98
C -0.19 -2.34 -2.86
C -0.45 -1.73 -1.62
C -0.22 -0.32 -1.45
C -0.03 0.39 -0.13
C 0.36 -0.47 0.96
C 1.66 -1.06 0.85
C 2.57 -1.00 -0.19
C 3.89 -1.37 0.08
C 4.27 -1.79 1.37
C 3.36 -1.81 2.43
C 2.06 -1.41 2.16
N 0.97 -1.18 3.01
C 0.99 -1.48 4.43
C -0.06 -0.61 2.30
C -0.01 0.45 -2.61
C 0.28 -0.13 -3.82
H 0.14 -3.31 -6.71
H 0.71 -4.02 -5.16
H -1.02 -3.57 -5.37
H -0.27 -3.43 -2.99
H -0.75 -2.40 -0.76
H -0.88 1.10 0.05
H 2.21 -0.70 -1.18
H 4.63 -1.32 -0.73
H 5.29 -2.11 1.52
H 3.62 -2.11 3.44
H 2.01 -1.32 4.79
H 0.30 -0.81 4.96
H 0.70 -2.52 4.64
H -1.04 -0.44 2.74
H 0.00 1.54 -2.53
H 0.57 0.47 -4.67
*
```

Values from the calculation:
Orbital gap (eV): 4.02
Lowest unoccupied orbital energy (eV): -1.08
Strongest force on any atom (eV/Å): 3.72
Energy relative to the best compared isomer or geometry (same formula, charge and spin) (kcal per mole): 140.0

Löwdin population analysis, charges in e, atoms 1 to 2: atom 1 (C): -0.028, atom 2 (C): -0.350